A 23-piece molecular cluster, C82H225N15O25 overall. Source: the OMol25 dataset; level of theory: ωB97M-V with the def2-TZVPD basis set.

The HOMO energy comes out at -8.306 eV. The electronic energy comes out at -5961.069754 a.u. The calculation puts the HOMO-LUMO gap at 8.6 eV. The charge is 0.

Each line ends with the Löwdin charge.
Element x y z (Å)
C1 4.288196 -1.737507 -2.553762  -0.053
C2 2.821142 -1.603051 -2.113756  -0.433
C3 2.066448 -2.997793 -2.060356  -0.119
O1 0.718684 -2.961826 -1.510914  -0.216
C4 0.031848 -4.151555 -1.744200  -0.101
N1 2.847470 -0.897061 -0.927714  0.068
H1 4.767542 -0.760776 -2.619413  0.059
H2 4.191194 -2.066685 -3.588325  0.057
H3 4.964001 -2.389671 -2.000518  0.078
H4 2.273820 -0.974937 -2.816616  0.125
H5 2.645908 -3.688432 -1.447702  0.111
H6 2.100990 -3.482120 -3.036243  0.102
H7 0.445948 -4.995163 -1.191984  0.091
H8 0.055999 -4.351153 -2.815495  0.086
H9 -0.990018 -4.026582 -1.386050  0.082
H10 1.929329 -0.693407 -0.559409  0.040
H11 3.256710 -1.470686 -0.204121  0.058
C5 -6.086910 -3.988060 -2.445514  -0.026
C6 -4.692445 -4.766252 -2.462510  -0.373
C7 -4.831855 -6.283166 -2.124720  -0.214
O2 -3.571039 -6.912822 -2.062421  -0.219
C8 -3.682328 -8.260954 -1.493710  -0.062
N2 -4.056573 -4.505288 -3.751231  0.052
H12 -6.633822 -3.987296 -1.502650  0.068
H13 -6.835752 -4.428786 -3.103623  0.071
H14 -5.944288 -2.961549 -2.783216  0.067
H15 -4.047300 -4.329343 -1.700274  0.109
H16 -5.434742 -6.809543 -2.864683  0.122
H17 -5.310869 -6.481456 -1.165903  0.123
H18 -2.798704 -8.722720 -1.934274  0.085
H19 -4.487882 -8.832361 -1.954876  0.086
H20 -3.655538 -8.220269 -0.404802  0.089
H21 -3.401713 -5.274177 -3.742730  0.080
H22 -4.778154 -4.773054 -4.405229  0.093
C9 -4.072449 5.343092 -1.494253  -0.033
C10 -3.016296 4.558152 -2.277356  -0.353
C11 -3.432618 4.221412 -3.762132  -0.157
O3 -2.279239 3.590285 -4.381721  -0.208
C12 -2.433639 3.487484 -5.831836  -0.089
N3 -1.760316 5.340887 -2.350990  0.047
H23 -5.032506 4.832987 -1.572939  0.067
H24 -4.249988 6.366233 -1.825532  0.076
H25 -3.881661 5.457601 -0.427207  0.057
H26 -2.829274 3.631725 -1.734344  0.117
H27 -3.775103 5.118020 -4.278759  0.113
H28 -4.239349 3.492057 -3.835092  0.117
H29 -1.505795 3.133052 -6.280798  0.076
H30 -2.609788 4.439974 -6.331678  0.078
H31 -3.263631 2.879505 -6.191798  0.079
H32 -1.144666 4.887660 -3.011044  0.077
H33 -1.883953 6.236482 -2.801235  0.050
C13 3.232748 -3.133962 6.444137  -0.035
C14 1.722192 -2.990856 6.095897  -0.403
C15 0.730012 -3.875699 6.892605  -0.158
O4 1.191109 -5.229447 6.583072  -0.261
C16 0.614117 -6.260714 7.447867  -0.060
N4 1.179862 -1.635827 6.208559  0.054
H34 3.733605 -4.057622 6.154123  0.063
H35 3.396617 -2.908417 7.497877  0.078
H36 3.812448 -2.383384 5.906841  0.051
H37 1.569000 -3.317621 5.067379  0.105
H38 -0.300832 -3.705586 6.581923  0.087
H39 0.726566 -3.705411 7.969222  0.124
H40 -0.392803 -5.928843 7.700976  0.072
H41 1.207984 -6.337756 8.358627  0.084
H42 0.621110 -7.179967 6.862184  0.084
H43 1.628043 -1.124778 5.461516  0.010
H44 0.209049 -1.550215 5.943405  0.042
C17 -8.043767 3.463449 -0.508796  -0.042
C18 -8.166836 3.990694 0.942395  -0.422
C19 -6.874451 4.219752 1.653503  -0.192
O5 -6.210402 2.965637 1.729321  -0.235
C20 -4.902848 3.133445 2.310733  -0.061
N5 -9.027482 5.187120 0.881188  0.046
H45 -7.385487 4.054177 -1.145824  0.070
H46 -9.017835 3.428928 -0.996729  0.078
H47 -7.614029 2.461810 -0.496922  0.043
H48 -8.644528 3.152937 1.450402  0.109
H49 -7.187561 4.536436 2.648370  0.137
H50 -6.235364 4.944830 1.149566  0.120
H51 -4.822876 3.710746 3.231835  0.093
H52 -4.209088 3.554225 1.582888  0.078
H53 -4.498605 2.131257 2.453217  0.083
H54 -9.719585 5.110892 0.149564  0.060
H55 -9.526698 5.301855 1.751660  0.068
C21 4.098544 6.067566 -3.073612  -0.057
C22 4.643731 4.770506 -2.476962  -0.472
C23 4.425652 3.619887 -3.481439  -0.201
O6 3.058719 3.263354 -3.735029  -0.211
C24 2.399601 2.594317 -2.615824  -0.069
N6 6.014735 4.959870 -2.158901  0.053
H56 4.317672 6.923252 -2.434957  0.080
H57 3.023033 5.890623 -3.066231  0.068
H58 4.400560 6.188519 -4.113932  0.079
H59 4.052590 4.627501 -1.572414  0.124
H60 4.929066 2.700400 -3.182732  0.091
H61 4.830798 3.972121 -4.430061  0.123
H62 1.385967 2.272292 -2.854500  0.071
H63 2.296602 3.337201 -1.824865  0.079
H64 2.997670 1.765182 -2.237749  0.068
H65 6.626044 5.272610 -2.899564  0.080
H66 6.387642 4.098391 -1.786222  0.017
C25 7.408796 -2.285263 -4.608592  -0.034
C26 7.139592 -1.616681 -5.997763  -0.410
C27 6.226917 -0.346031 -5.971133  -0.182
O7 5.076575 -0.533687 -5.169762  -0.259
C28 4.119066 0.516101 -5.261930  -0.067
N7 8.433298 -1.457529 -6.635988  0.033
H67 6.448553 -2.597716 -4.198225  0.052
H68 7.698859 -1.609014 -3.804443  0.059
H69 8.116903 -3.113537 -4.634080  0.081
H70 6.671065 -2.369760 -6.631364  0.113
H71 6.049451 0.016983 -6.983472  0.128
H72 6.820287 0.404070 -5.448306  0.119
H73 3.296854 0.417708 -4.553146  0.086
H74 3.608811 0.513870 -6.225112  0.064
H75 4.644402 1.463914 -5.144587  0.082
H76 9.000487 -0.961218 -5.963625  0.066
H77 8.346345 -0.757154 -7.358487  0.066
C29 1.100213 -5.465976 2.786954  -0.059
C30 1.964762 -6.554728 3.336231  -0.448
C31 2.713667 -7.292737 2.194748  -0.182
O8 3.229905 -8.552746 2.576469  -0.204
C32 4.441329 -9.045236 1.986485  -0.088
N8 2.863519 -6.008297 4.292785  0.063
H78 0.626922 -5.005151 3.653970  0.069
H79 0.363153 -5.925582 2.128460  0.071
H80 1.651579 -4.644610 2.329292  0.072
H81 1.295423 -7.248230 3.845300  0.136
H82 3.554958 -6.629596 1.993348  0.113
H83 2.112652 -7.457958 1.300556  0.124
H84 4.395921 -8.953869 0.901275  0.082
H85 4.694136 -10.082678 2.205372  0.082
H86 5.235272 -8.450316 2.437962  0.082
H87 3.541613 -6.704365 4.568079  0.088
H88 2.501656 -5.771417 5.205496  0.046
C33 1.896267 1.496123 4.519497  -0.077
C34 2.708512 0.790213 3.444834  -0.429
C35 4.210820 0.787527 3.814296  -0.164
O9 4.695720 2.149541 3.681005  -0.192
C36 6.079712 2.305056 3.963990  -0.109
N9 2.264477 -0.566748 3.458960  0.059
H89 2.303020 2.464466 4.810975  0.068
H90 1.855268 0.944250 5.458571  0.067
H91 0.864833 1.635380 4.195692  0.064
H92 2.552791 1.343989 2.518986  0.121
H93 4.618236 0.064073 3.108090  0.099
H94 4.450266 0.369553 4.792087  0.132
H95 6.416224 1.961279 4.942090  0.084
H96 6.134724 3.392983 3.925374  0.089
H97 6.715945 1.858433 3.199906  0.068
H98 1.682303 -0.667840 2.639838  0.060
H99 3.058902 -1.189336 3.495815  0.025
C37 -2.722508 -5.816911 5.774994  -0.072
C38 -3.568461 -5.621648 4.528399  -0.424
C39 -2.670545 -5.355962 3.344946  -0.257
O10 -3.356330 -5.036093 2.185179  -0.181
C40 -2.451699 -4.819967 1.097408  -0.082
N10 -4.136583 -6.943572 4.444729  0.033
H100 -1.987492 -6.603821 5.605792  0.084
H101 -3.311974 -6.082299 6.652610  0.085
H102 -2.323542 -4.854256 6.094708  0.049
H103 -4.294882 -4.812507 4.603926  0.139
H104 -2.095457 -6.275946 3.240000  0.119
H105 -1.943126 -4.570742 3.550855  0.104
H106 -2.003590 -5.803279 0.954568  0.085
H107 -1.587058 -4.168379 1.223565  0.084
H108 -2.966675 -4.440405 0.214898  0.067
H109 -4.752413 -6.895844 3.645613  0.072
H110 -3.400363 -7.583603 4.183130  0.072
C41 0.300108 8.582301 -1.362354  -0.033
C42 -1.165782 8.553643 -0.870887  -0.384
C43 -2.236366 8.852502 -1.941373  -0.168
O11 -1.969858 8.202260 -3.177361  -0.209
C44 -2.960405 8.443386 -4.122198  -0.122
N11 -1.397096 7.253884 -0.284644  0.031
H111 0.972743 8.398307 -0.524614  0.078
H112 0.568557 9.566769 -1.745566  0.081
H113 0.497796 7.811209 -2.106967  0.079
H114 -1.298025 9.256785 -0.048567  0.137
H115 -2.094445 9.898551 -2.212920  0.125
H116 -3.263733 8.783605 -1.583761  0.126
H117 -2.559844 8.218121 -5.110586  0.094
H118 -3.413717 9.434514 -4.106082  0.094
H119 -3.782312 7.730404 -4.057278  0.074
H120 -1.622027 6.587865 -1.009852  0.026
H121 -0.449349 6.985415 -0.061500  0.072
C45 1.870233 -2.942973 -6.046650  -0.069
C46 3.151671 -3.482784 -6.662680  -0.411
C47 2.838917 -4.494729 -7.789038  -0.242
O12 3.966224 -4.894867 -8.511576  -0.187
C48 3.674650 -6.110313 -9.307113  -0.066
N12 3.896918 -2.317389 -7.167279  0.087
H122 1.288987 -2.312664 -6.719672  0.062
H123 2.049830 -2.334976 -5.159977  0.061
H124 1.187442 -3.733776 -5.735949  0.075
H125 3.668741 -4.140150 -5.963685  0.134
H126 2.151525 -4.010905 -8.482957  0.129
H127 2.435505 -5.383630 -7.304065  0.122
H128 3.716778 -6.984555 -8.657466  0.080
H129 4.410055 -6.223749 -10.103611  0.083
H130 2.687210 -6.161798 -9.765821  0.080
H131 4.725240 -2.724567 -7.577386  0.057
H132 4.295964 -1.842377 -6.370266  0.027
C49 4.592589 -3.604533 0.867186  -0.036
C50 5.055529 -3.339868 2.333351  -0.416
C51 6.242760 -2.376884 2.486062  -0.157
O13 6.511815 -2.234492 3.941069  -0.211
C52 7.741065 -1.400246 4.140116  -0.057
N13 3.994161 -3.047417 3.275460  0.065
H133 5.259000 -4.266135 0.313754  0.081
H134 4.418782 -2.709647 0.269637  0.032
H135 3.634449 -4.124206 0.869434  0.059
H136 5.416512 -4.325763 2.626291  0.124
H137 5.943132 -1.462519 1.973942  0.106
H138 7.118112 -2.771809 1.970399  0.124
H139 8.645027 -2.000223 4.035301  0.080
H140 7.821754 -1.113487 5.188620  0.079
H141 7.715707 -0.476734 3.561686  0.069
H142 3.516663 -3.899579 3.532217  0.036
H143 4.653174 -2.924275 4.030854  0.042
C53 -8.026086 0.121413 1.031745  -0.051
C54 -7.629420 -0.128004 2.513992  -0.371
C55 -6.250228 -0.838022 2.593273  -0.171
O14 -6.466527 -2.022662 1.836961  -0.190
C56 -5.322376 -2.818215 1.602745  -0.105
N14 -7.593970 1.174747 3.136896  0.035
H144 -7.230630 0.541363 0.416110  0.054
H145 -8.844951 0.827709 0.894989  0.069
H146 -8.259649 -0.800084 0.498441  0.072
H147 -8.383495 -0.725118 3.026732  0.135
H148 -5.713721 -1.014675 3.525509  0.108
H149 -5.478403 -0.262798 2.081894  0.095
H150 -4.963016 -3.256011 2.534029  0.066
H151 -4.421626 -2.352153 1.203322  0.078
H152 -5.585040 -3.621954 0.914920  0.085
H153 -7.008340 1.847000 2.662324  0.008
H154 -8.506200 1.581856 2.987909  0.056
C57 -3.012742 -2.687413 7.995359  -0.068
C58 -3.553652 -1.549999 7.191802  -0.425
C59 -3.379151 -1.644656 5.617736  -0.146
O15 -1.994185 -1.905275 5.281058  -0.193
C60 -1.730460 -1.814174 3.954352  -0.134
N15 -4.920769 -1.305730 7.679655  0.039
H155 -3.250933 -2.666315 9.058811  0.083
H156 -1.928885 -2.791460 7.945127  0.068
H157 -3.503218 -3.608806 7.681367  0.068
H158 -2.994026 -0.647768 7.438598  0.134
H159 -3.872087 -0.742660 5.255089  0.115
H160 -4.051031 -2.466687 5.370890  0.106
H161 -0.660599 -1.825119 3.746062  0.093
H162 -2.083701 -0.915066 3.449452  0.087
H163 -2.403496 -2.577586 3.564043  0.073
H164 -5.470423 -2.151344 7.625700  0.067
H165 -5.422449 -0.565614 7.209929  0.068
C61 -0.055910 1.174690 0.910561  -0.053
C62 -0.541727 0.001026 0.137200  -0.475
C63 -0.529874 0.294424 -1.350348  -0.032
O16 0.382028 -1.032016 0.474840  -0.083
H166 0.002419 1.018260 1.987705  0.071
H167 -0.672150 2.037816 0.658850  0.085
H168 0.956546 1.435386 0.602241  0.083
H169 -1.529162 -0.352745 0.433694  0.129
H170 -0.751968 -0.631437 -1.880968  0.074
H171 0.373482 0.821610 -1.657142  0.064
H172 -1.369037 0.976065 -1.489160  0.074
H173 0.206403 -1.706468 -0.185353  0.044
C64 0.956440 0.903067 -7.004930  -0.075
C65 1.181872 1.597448 -8.308555  -0.474
C66 2.624468 2.210500 -8.503367  -0.042
O17 0.870648 0.686488 -9.328322  -0.040
H174 1.214458 1.562635 -6.176382  0.083
H175 1.466950 -0.040851 -6.813883  0.055
H176 -0.064818 0.546200 -6.871548  0.062
H177 0.593496 2.513333 -8.363878  0.131
H178 2.668124 2.861851 -9.376265  0.073
H179 3.408725 1.458176 -8.587253  0.065
H180 2.858030 2.815599 -7.627354  0.069
H181 1.476329 -0.058198 -9.314589  0.090
C67 -2.316022 -2.042143 -5.893429  -0.052
C68 -2.444620 -1.372426 -4.548453  -0.464
C69 -2.167244 0.134151 -4.714201  -0.023
O18 -3.656850 -1.670272 -3.919472  -0.072
H182 -1.296657 -2.000725 -6.277213  0.069
H183 -2.955781 -1.779380 -6.735896  0.089
H184 -2.525188 -3.108304 -5.805870  0.066
H185 -1.609722 -1.797655 -3.991477  0.131
H186 -1.126384 0.304701 -4.989175  0.070
H187 -2.268834 0.622719 -3.745139  0.060
H188 -2.818303 0.662284 -5.410835  0.082
H189 -3.756752 -2.623961 -3.965251  0.039
C70 -0.086398 4.084940 7.183298  -0.058
C71 -0.409749 5.418383 6.562031  -0.492
C72 -1.548891 5.203914 5.553265  -0.046
O19 -0.866625 6.252172 7.621574  -0.051
H190 0.398677 3.472096 6.423549  0.067
H191 -1.045655 3.606684 7.381261  0.084
H192 0.447538 4.123138 8.132805  0.083
H193 0.448072 5.873750 6.067171  0.124
H194 -2.454068 4.877073 6.065058  0.087
H195 -1.267731 4.341861 4.948355  0.071
H196 -1.682584 6.036704 4.862836  0.069
H197 -0.148451 6.262969 8.258532  0.079
C73 0.903922 4.354271 2.227851  -0.065
C74 1.250367 5.696881 2.767274  -0.512
C75 2.700461 6.130124 2.445116  -0.026
O20 0.320549 6.623202 2.307595  -0.047
H198 0.733762 4.371877 1.151360  0.083
H199 -0.033115 3.967904 2.628836  0.074
H200 1.740965 3.681454 2.414297  0.074
H201 1.159739 5.563303 3.845255  0.113
H202 2.822826 7.177592 2.720668  0.074
H203 2.879113 6.075034 1.371273  0.073
H204 3.486387 5.590348 2.973371  0.074
H205 -0.571198 6.267845 2.297017  0.036
C76 5.516280 1.665120 -0.270779  -0.017
C77 6.959038 1.572036 -0.656987  -0.491
C78 7.184698 0.733711 -1.888423  -0.059
O21 7.352688 2.861299 -1.002753  -0.065
H206 5.035827 0.706587 -0.466895  0.062
H207 4.971423 2.438244 -0.812547  0.071
H208 5.351734 1.787927 0.799706  0.074
H209 7.605348 1.196113 0.136141  0.136
H210 8.139981 0.926103 -2.376797  0.080
H211 6.501026 1.007200 -2.692097  0.070
H212 7.139988 -0.341322 -1.714068  0.078
H213 8.226296 2.737296 -1.380959  0.100
C79 -4.770692 0.955352 -1.760908  -0.229
C80 -4.557422 -0.256035 -0.891451  -0.220
O22 -3.491301 -1.085519 -1.338715  -0.089
O23 -5.307456 0.597613 -3.020961  -0.052
H214 -3.905443 1.606406 -1.885684  0.096
H215 -5.516249 1.634955 -1.348127  0.105
H216 -5.388966 -0.953550 -0.790907  0.114
H217 -4.285457 -0.002228 0.133105  0.103
H218 -3.535542 -1.333227 -2.265148  0.012
H219 -4.686367 -0.055898 -3.350772  0.031
C81 -3.556797 6.392706 2.466875  -0.268
C82 -3.398624 7.927582 2.536113  -0.183
O24 -3.482291 8.453854 1.198815  -0.094
O25 -2.466740 5.735497 1.909492  -0.086
H220 -4.473777 6.079994 1.967423  0.090
H221 -3.797865 5.999434 3.454456  0.105
H222 -2.396162 8.189462 2.874613  0.116
H223 -4.076439 8.393203 3.251557  0.119
H224 -2.727648 8.167965 0.678834  -0.004
H225 -2.396600 6.090474 1.020295  0.030

Cartesian forces (eV/Å) of the 6 atoms listed first:
-0.944 -0.242 -1.665
-0.190 -1.492 -0.822
0.594 0.190 0.451
1.415 1.048 -0.554
-0.321 -0.191 -0.055
-0.272 1.276 2.671